Below is a structure of composition C42H41Cl2N5O7OsPSSi in a non-equilibrium geometry, with properties calculated with wB97M-V/def2-TZVPD.

ORCA input file:
```
! RIJCOSX wB97M-V def2-TZVPD def2/J DEFGRID3
* xyz 1 1
Os -0.990 0.154 0.261
Cl -2.716 4.883 -0.597
Cl -4.940 3.118 -1.296
S 2.853 7.870 2.976
P -1.491 -2.031 3.363
Si -3.242 -2.366 -1.046
O -1.622 -1.906 -0.801
O 5.335 8.550 2.802
O -2.665 -2.792 3.805
O 5.131 0.205 -5.312
O -2.825 1.349 0.706
O -1.787 2.101 -1.072
O -1.263 -1.792 1.872
N -2.410 0.454 3.271
N 4.153 -4.245 -2.268
N 0.765 -0.708 -0.161
N 2.995 -4.666 -2.004
N 0.344 -3.667 2.445
C 0.271 2.573 1.872
C -4.838 0.814 -4.042
C -0.189 1.522 1.460
C 1.076 4.271 3.502
C -2.662 2.216 -0.211
C -3.471 0.674 -3.861
C -3.604 3.418 -0.170
C 5.706 -2.628 -3.065
C 0.855 3.836 2.195
C -4.831 -1.200 1.005
C 1.947 -4.018 -1.471
C -5.235 -0.881 -2.393
C -6.132 -2.408 2.633
C -0.464 -3.982 -1.234
C 4.992 -0.925 -4.608
C 3.463 -2.677 -3.988
C -3.860 -1.045 -2.207
C 1.214 4.669 1.126
C 1.937 -0.105 0.032
C 1.812 5.891 1.364
C -2.986 -0.253 -2.953
C 5.973 -1.482 -3.781
C -4.683 -3.582 1.119
C 3.747 -1.564 -4.728
C 3.190 -2.041 -0.580
C 4.432 -3.213 -3.105
C -5.596 -3.594 2.163
C -5.738 -1.205 2.057
C 2.078 6.293 2.670
C 6.336 0.945 -5.178
C 5.075 6.183 2.500
C 0.707 -4.673 -1.484
C 3.159 -0.740 -0.132
C 0.126 -2.938 3.736
C -4.284 -2.389 0.518
C 1.680 5.496 3.734
C 0.767 -1.992 -0.656
C -5.723 0.044 -3.300
C -0.465 -2.636 -0.904
C -1.478 -0.329 4.124
C 4.616 7.596 2.727
C 1.993 -2.680 -0.913
H 0.781 3.650 4.338
H -5.890 -4.536 2.604
H 0.687 -5.713 -1.776
H -1.860 -0.393 5.141
H -5.927 -1.494 -1.827
H 6.221 1.804 -5.831
H -1.914 -0.374 -2.841
H 3.024 -1.137 -5.410
H -1.412 -4.492 -1.326
H 5.047 5.650 3.452
H 1.311 -3.887 2.220
H -2.780 1.279 -4.433
H 7.203 0.359 -5.490
H 2.073 6.542 0.540
H 4.428 5.660 1.800
H -0.129 -2.973 1.748
H 0.014 -3.628 4.567
H 6.461 -3.062 -2.422
H 0.957 -2.257 3.905
H -5.218 1.528 -4.760
H 1.844 5.839 4.747
H -2.735 1.317 3.704
H 2.507 -3.175 -4.079
H -0.501 0.150 4.110
H 6.949 -1.026 -3.700
H -3.231 -0.112 2.992
H -4.034 3.552 0.817
H -1.942 0.711 2.369
H -6.861 -2.415 3.432
H 4.130 -2.562 -0.661
H 1.008 4.347 0.113
H -4.582 -0.264 0.527
H 6.099 6.203 2.132
H -0.218 -4.516 2.407
H -4.279 -4.520 0.755
H -6.791 0.158 -3.433
H -3.252 -3.715 -1.635
H 6.480 1.280 -4.148
H 4.070 -0.207 0.092
H -6.176 -0.270 2.390
H 1.897 0.925 0.355
*
```

Calculated values
frontier orbital gap (alpha / beta) = 5.60 / 5.60 eV